The following is a quantum chemistry calculation of a gas-phase ion, C3H5ClNO2 (charge -1) at a distorted geometry, from the Open Molecules 2025 dataset.

XYZ file:
```
12
Properties=species:S:1:pos:R:3:forces:R:3
N 1.30380 1.02325 -0.43255 -0.5 0.1 2.1
C 1.00650 -0.24697 0.25458 -3.9 0.0 -0.8
Cl 2.23043 -1.33175 -0.27820 1.2 -1.8 -0.1
C -0.61600 -0.82451 -0.24469 4.4 -0.4 1.4
C -1.58945 0.29789 0.14668 -1.3 -0.6 0.2
O -1.38657 0.83283 1.25247 0.8 0.2 0.4
O -2.56679 0.50229 -0.59588 0.1 -0.1 -0.8
H 0.41048 1.23081 -0.84804 -0.2 0.7 -0.3
H 1.41535 1.69808 0.35102 -0.2 -0.3 -1.0
H 0.91511 -0.22530 1.35152 0.5 0.2 -0.6
H -0.71137 -1.80626 0.30912 -0.3 1.3 -0.2
H -0.41150 -1.15036 -1.26604 -0.6 0.6 -0.3
```
Positions in Å, forces in eV/Å.

Calculated values
LUMO level = 3.50 eV
Energy above the lowest of the compared OMol25 structures with the same formula, charge and spin = 0.000 eV
DFT total energy = -21300.6533 eV
Kohn-Sham gap = 7.83 eV
HOMO energy = -0.159 Ha
SMILES = N[C@H](Cl)CC(=O)[O-]
Total charge = -1

---

The following is a quantum chemistry calculation of a molecular structure, C5H6LiO2 at a distorted geometry, from the Open Molecules 2025 dataset.

XYZ file:
```
14
Properties=species:S:1:pos:R:3:forces:R:3
C -1.26567 0.36051 1.21076 -1.2 1.1 -1.6
C -0.02139 -0.38107 1.26146 0.7 -0.3 -0.4
C 0.92962 -0.89633 0.50901 -0.4 0.3 0.5
H -2.12268 -0.21439 1.58806 0.2 0.1 -0.2
H -1.19652 1.28321 1.81250 0.0 -0.2 -0.1
H 1.77493 -1.41087 0.98686 -0.2 0.0 -0.2
C 1.03138 -0.74299 -1.01596 -0.1 -0.3 -0.2
O 2.17119 -0.06009 -1.35770 0.2 0.6 0.6
Li 2.90281 0.99753 -0.17562 -0.3 -0.5 -0.5
H 0.10437 -0.24410 -1.37861 0.4 -0.4 0.1
H 1.00287 -1.76906 -1.44550 0.1 0.3 0.1
O -2.78214 0.80113 -0.79939 0.7 0.1 0.7
C -1.68962 0.91794 -0.31274 0.2 -0.9 1.1
H -0.83913 1.35858 -0.88314 -0.3 0.1 0.3
```
Positions in Å, forces in eV/Å.

Calculated values
LUMO level (alpha / beta) = -0.83 / -0.82 eV
DFT total energy = -9578.6608 eV
Kohn-Sham gap (alpha / beta) = 6.75 / 7.50 eV
HOMO energy (alpha / beta) = -0.279 / -0.306 Ha
Multiplicity = 2

---

The following is a quantum chemistry calculation of a molecular structure, C43H85NO15Rb2 at a distorted geometry, from the Open Molecules 2025 dataset.

XYZ file:
```
146
Properties=species:S:1:pos:R:3:forces:R:3
Rb 3.15958 2.59137 -1.78618 -0.1 -0.8 -0.2
Rb 2.67315 -2.10410 -3.98707 0.4 0.6 0.1
O 6.62462 -0.88246 -1.76915 -0.5 0.2 -1.0
C 5.80816 -0.72679 -2.90353 -1.5 -0.9 -0.5
O 5.62218 -1.82933 -3.50646 0.2 -0.2 0.1
O 5.22866 0.32262 -3.17697 0.5 1.1 0.7
H 6.68912 -1.84160 -1.92045 0.6 0.0 0.6
C -1.66969 0.21197 -2.25287 0.7 -1.3 -0.1
C -0.62388 1.03830 -1.47394 -0.7 0.7 -0.5
C -1.05341 1.12623 -0.01426 -0.5 0.3 0.5
C -0.90749 -0.13820 0.79199 0.1 -1.4 -1.2
C 0.55723 -0.56153 0.68630 -0.6 0.7 0.7
C 1.12607 -0.59704 -0.75282 -0.3 -0.1 -0.3
N 0.73838 0.58269 -1.60471 1.6 0.0 1.3
O 1.30193 0.57819 -2.92735 -0.5 -0.5 0.9
C 0.69352 -1.94072 -1.34340 -0.1 -1.1 0.1
C 2.63326 -0.57875 -0.49091 0.2 0.6 -1.2
C -0.71990 2.46898 -2.01382 -0.4 -0.1 -0.1
H -2.70387 0.55985 -2.20295 0.1 0.3 0.1
H -1.63770 -0.81217 -1.85881 -0.3 0.1 0.0
H -1.37059 0.10328 -3.29761 0.0 0.3 0.0
H -2.09233 1.47854 -0.06794 0.0 0.0 0.3
H -0.48362 1.88459 0.54022 0.1 0.2 -0.4
H -1.47099 -0.96732 0.33389 -0.3 0.2 0.1
H -1.25940 -0.05225 1.81764 0.1 0.2 0.1
H 0.71445 -1.54940 1.12547 0.0 0.0 0.0
H 1.07445 0.14493 1.34901 0.5 -0.1 -0.4
H 0.60946 -2.03343 -2.41891 0.0 0.6 -0.2
H -0.28002 -2.29050 -0.98637 0.0 0.2 0.1
H 1.38064 -2.73935 -1.03354 0.0 0.1 0.1
H 3.04253 -1.42793 0.05188 -0.4 0.1 0.5
H 2.77485 0.37411 0.01130 0.6 -0.1 0.5
H 3.23305 -0.53355 -1.40025 -0.1 0.1 -0.3
H -0.29057 3.20888 -1.33774 0.4 -0.1 -0.1
H -1.77851 2.74880 -2.09856 0.0 -0.1 -0.1
H -0.28415 2.48597 -3.01189 0.2 0.2 0.1
C 0.72128 2.58281 4.49592 0.4 -0.2 -0.5
C -0.78086 2.62456 4.51039 -0.3 0.4 0.3
O -1.44655 1.75415 5.02064 0.1 -0.2 0.0
C -1.42334 3.82505 3.85620 -0.1 0.1 0.4
H 1.14106 1.97715 5.29476 -0.2 0.0 0.1
H 1.18003 3.57072 4.47208 -0.1 0.1 0.2
H 1.01606 2.11672 3.54741 0.0 -0.1 0.0
H -1.05822 4.74319 4.32518 0.4 0.0 -0.3
H -2.49733 3.84915 4.02535 -0.1 -0.4 -0.3
H -1.18115 3.80496 2.79237 -0.1 0.3 0.0
C -4.18057 -0.33440 -7.37981 0.5 1.0 0.0
C -3.63633 0.29288 -6.10530 -0.5 -0.9 0.4
O -2.52870 0.02122 -5.71122 0.3 0.3 -0.1
C -4.59849 1.09391 -5.28462 -1.0 0.3 0.0
H -3.31763 -0.68978 -7.93684 -0.2 -0.5 0.0
H -4.66480 0.42502 -7.99740 -0.2 -0.1 0.1
H -4.90655 -1.10282 -7.12122 0.1 -0.1 -0.1
H -5.38110 0.46961 -4.83424 0.4 -0.4 0.0
H -5.21775 1.71858 -5.93636 0.4 0.4 0.1
H -4.13762 1.64415 -4.46964 0.2 0.1 -0.2
C -3.20826 4.82449 0.17866 0.2 0.7 -1.1
C -4.14623 3.72247 0.59333 1.0 0.3 0.3
O -4.38982 3.48473 1.74966 -0.2 -0.1 0.2
C -4.74098 2.88425 -0.50671 -1.0 -0.4 0.0
H -2.80286 4.54595 -0.79657 0.0 0.3 0.0
H -2.36053 5.15105 0.77964 -0.2 -0.7 0.7
H -3.76054 5.76479 0.05617 -0.3 -0.2 -0.2
H -4.69104 1.85390 -0.16063 0.1 -0.1 -0.2
H -4.36010 2.96394 -1.52103 0.4 0.2 0.2
H -5.81123 3.11063 -0.56871 0.0 0.0 0.1
C 8.07570 -1.72031 0.84232 -0.3 -0.6 -0.3
C 6.97476 -1.72202 1.86446 0.2 -0.6 -0.1
O 7.22248 -1.83696 3.04423 0.0 0.2 0.3
C 5.53188 -1.71566 1.39982 0.2 0.9 0.9
H 9.03782 -1.96724 1.28186 0.0 0.4 0.2
H 8.07256 -0.81770 0.23630 0.1 0.1 0.0
H 7.84271 -2.54869 0.16260 0.0 0.2 -0.2
H 5.25620 -2.60570 0.83909 0.1 0.1 -0.3
H 5.32055 -0.79258 0.85731 0.0 -0.3 -0.5
H 4.95813 -1.65526 2.32423 -0.2 -0.2 -0.1
C -2.33535 -3.16805 -4.55717 -0.8 0.6 -0.6
C -0.96251 -3.13701 -5.16995 0.1 -0.1 -0.1
O -0.01343 -3.58271 -4.56226 0.3 0.1 0.1
C -0.78639 -2.60685 -6.57202 0.3 -0.1 0.1
H -2.32771 -2.75154 -3.55172 0.2 -0.5 0.2
H -2.74998 -4.17496 -4.62997 0.3 -0.1 0.5
H -3.04810 -2.55122 -5.11138 0.2 0.1 -0.1
H 0.14279 -2.03865 -6.62336 -0.1 0.1 0.1
H -1.61995 -1.98558 -6.87315 0.0 0.0 -0.2
H -0.63367 -3.45562 -7.24345 -0.3 0.0 0.0
C -1.73981 -1.12603 6.66561 0.5 -0.9 -0.8
C -2.19944 -1.93981 5.46705 -0.6 0.0 0.0
O -2.54331 -3.09759 5.56448 0.3 0.0 0.0
C -2.35296 -1.17957 4.17288 0.5 -0.5 -0.3
H -2.66537 -0.68784 7.03558 0.3 0.4 0.4
H -0.99271 -0.40775 6.33622 -0.4 0.5 0.1
H -1.25956 -1.80221 7.37012 -0.4 0.0 0.3
H -2.71195 -1.81934 3.37103 -0.4 -0.1 0.2
H -1.35914 -0.87802 3.83192 -0.1 0.5 0.2
H -3.01075 -0.32384 4.30919 0.2 0.2 0.0
C -1.59804 -4.46042 2.44549 0.9 -0.4 -0.2
C -1.80869 -4.91057 1.01901 -0.2 -0.7 0.0
O -0.91561 -4.85624 0.20781 0.0 0.2 -0.1
C -3.15287 -5.52857 0.67662 0.2 0.2 -0.2
H -0.51827 -4.32157 2.54075 -0.1 0.7 0.0
H -1.79954 -5.21395 3.20830 -0.7 0.0 -0.2
H -2.19279 -3.56946 2.61783 0.1 0.1 0.3
H -3.84583 -4.79554 0.25595 -0.1 0.2 0.5
H -3.53286 -5.97660 1.59173 -0.5 -0.1 -0.2
H -3.04917 -6.23676 -0.14458 0.2 -0.3 0.3
C 4.41971 1.40706 2.83751 0.4 0.1 -0.3
C 5.33119 2.12244 1.86437 0.1 -0.8 -0.6
O 5.10442 2.10297 0.66956 -0.2 0.4 0.1
C 6.57370 2.75062 2.42693 -0.1 0.6 0.2
H 4.00112 2.13330 3.53589 0.0 -0.2 0.2
H 5.02775 0.67409 3.37352 -0.1 0.1 0.2
H 3.64258 0.87422 2.29578 -0.1 0.1 0.0
H 7.19367 3.25237 1.68791 -0.2 -0.2 -0.3
H 7.19091 2.02030 2.94990 -0.2 0.0 0.2
H 6.23747 3.52308 3.12784 0.2 -0.2 0.2
C 1.72263 7.19437 -2.83224 0.4 -0.5 0.2
C 0.90423 5.94872 -2.58537 0.0 0.4 -0.8
O 0.88048 5.40076 -1.51354 0.2 -0.2 0.5
C 0.12984 5.41624 -3.76049 -0.9 -0.4 -0.2
H 1.04410 8.03158 -2.99034 0.1 0.2 0.1
H 2.34491 7.07873 -3.72273 -0.2 0.0 -0.2
H 2.40308 7.31860 -1.99166 -0.2 0.4 0.1
H -0.30646 6.16019 -4.42986 0.4 0.3 0.1
H -0.71193 4.82035 -3.40827 0.2 -0.2 0.1
H 0.74937 4.76421 -4.38190 0.1 0.0 0.1
C -4.52362 -0.39159 1.34768 -0.6 0.0 -0.7
C -5.46859 -1.20948 0.49439 -0.3 -0.1 0.1
O -6.62722 -1.35870 0.81148 0.1 0.0 0.0
C -4.95512 -1.83047 -0.79250 0.0 0.4 0.5
H -4.97455 0.60177 1.39616 0.2 0.1 0.1
H -3.55307 -0.36194 0.85767 0.2 0.1 0.5
H -4.54203 -0.76123 2.36890 0.3 -0.2 0.0
H -4.34332 -1.11156 -1.34212 -0.1 0.0 -0.1
H -5.84036 -2.14900 -1.33377 0.2 -0.2 -0.3
H -4.29781 -2.66421 -0.53569 -0.1 -0.1 -0.1
C 1.63697 -2.98196 5.24311 0.8 -0.6 -0.9
C 2.45314 -2.71622 3.98661 0.0 0.6 0.1
O 2.39286 -1.63081 3.45347 0.1 0.1 -0.2
C 3.30881 -3.83398 3.43825 -0.6 -0.4 1.0
H 0.82632 -3.66095 4.96538 -0.2 0.2 0.2
H 1.29345 -2.02572 5.61658 -0.2 -0.1 0.3
H 2.29763 -3.54037 5.90771 -0.3 0.2 0.4
H 4.23866 -3.50745 2.99392 -0.2 0.2 -0.3
H 2.64803 -4.38676 2.76428 0.4 0.0 -0.3
H 3.54813 -4.50353 4.26821 0.0 -0.1 -0.2
```
Positions in Å, forces in eV/Å.

Calculated values
LUMO level = -0.09 eV
Energy above the lowest of the compared OMol25 structures with the same formula, charge and spin = 0.000 eV
DFT total energy = -79482.4218 eV
Kohn-Sham gap = 5.67 eV
HOMO energy = -0.212 Ha

---

- What is the DFT total energy in the second record?
  -9578.6608 eV

---

- Among the records above, which one has the lowest DFT total energy?
  C43H85NO15Rb2

---

- Which formula does entry 1 have?
  C3H5ClNO2